Computed, not measured: a molecular structure, C28H46BrN3P2Sr, with ωB97M-V/def2-TZVPD.

Computed properties:
LUMO energy (alpha / beta)	-0.205 / -0.205	Eh
calculated total energy	-123693.147	eV
E_HOMO (alpha / beta)	-11.67 / -11.67	eV
net charge	+2
2S+1	1
gap between HOMO and LUMO (alpha / beta)	6.09 / 6.09	eV

Element x y z (Å)
N  -4.187  6.058  -2.683
C  -3.732  6.139  -1.429
C  -2.769  5.250  -0.913
C  -2.229  4.241  -1.764
C  -2.705  4.215  -3.092
C  -3.681  5.140  -3.501
C  -1.300  3.227  -1.247
Sr  1.250  2.682  -0.912
P  4.140  1.385  -0.131
C  -0.926  2.080  -1.954
C  -0.926  0.718  -1.428
C  -0.226  -0.297  -2.123
C  -0.057  -1.552  -1.604
C  -0.569  -1.943  -0.259
C  -1.498  -0.907  0.300
C  -1.623  0.338  -0.252
Br  0.988  -1.975  0.923
H  -1.194  3.261  -0.148
H  -0.740  2.166  -3.042
H  -2.499  5.326  0.132
H  -2.395  3.443  -3.799
H  -4.178  6.933  -0.819
H  -4.073  5.107  -4.528
H  0.191  -0.025  -3.100
H  -2.300  1.070  0.191
H  0.619  -2.260  -2.083
H  -2.025  -1.159  1.218
P  -1.334  -3.649  -0.362
C  3.245  2.427  1.075
C  3.264  3.924  0.708
H  3.704  2.288  2.063
H  2.248  1.972  1.243
H  2.341  4.422  1.053
H  4.111  4.391  1.232
H  3.446  4.129  -0.371
C  3.068  0.271  -1.164
C  3.966  -0.849  -1.721
H  2.635  0.837  -2.016
H  2.280  -0.161  -0.525
H  3.453  -1.369  -2.538
H  4.910  -0.451  -2.120
H  4.210  -1.601  -0.958
C  4.483  0.066  1.177
C  5.940  -0.328  1.324
H  3.842  -0.800  0.968
H  4.144  0.449  2.149
H  6.033  -1.064  2.132
H  6.353  -0.772  0.417
H  6.565  0.527  1.593
C  -1.558  -4.135  1.366
C  -2.094  -5.552  1.526
H  -2.242  -3.410  1.835
H  -0.591  -4.022  1.880
H  -3.085  -5.675  1.078
H  -1.433  -6.308  1.090
H  -2.187  -5.789  2.590
C  -0.142  -4.688  -1.231
C  -0.285  -4.795  -2.749
H  -0.233  -5.681  -0.769
H  0.854  -4.304  -0.965
H  -1.260  -5.197  -3.042
H  -0.133  -3.838  -3.255
H  0.486  -5.480  -3.120
C  -2.901  -3.502  -1.231
C  -4.097  -3.004  -0.424
H  -3.100  -4.494  -1.662
H  -2.715  -2.827  -2.078
H  -3.966  -1.972  -0.083
H  -4.985  -3.013  -1.064
H  -4.294  -3.633  0.449
C  0.573  0.809  4.164
N  -0.385  1.757  3.565
C  -1.519  2.201  4.388
C  -0.181  2.189  2.368
N  0.199  2.428  1.262
H  0.138  0.477  5.108
H  1.541  1.293  4.363
H  0.739  -0.057  3.504
H  -1.465  3.275  4.612
H  -2.476  1.993  3.889
H  -1.466  1.636  5.323

Computed, not measured: a single C4H6N2S2 molecule, with ωB97M-V/def2-TZVPD.

Computed properties:
LUMO energy	-0.049	Eh
SMILES	C=NNC(C=S)C=S
calculated total energy	-28892.685	eV
E_HOMO	-8.92	eV
2S+1	1
gap between HOMO and LUMO	7.60	eV

Element x y z (Å)
C  -2.326  0.101  -0.224
N  -1.545  -0.518  -1.045
N  -0.324  -0.871  -0.757
C  0.491  -0.222  0.349
C  0.599  1.308  0.252
S  0.756  2.237  1.527
C  1.898  -0.766  0.369
S  2.601  -1.559  -0.889
H  -3.395  0.240  -0.558
H  -2.016  0.530  0.724
H  0.299  -1.076  -1.537
H  -0.009  -0.533  1.324
H  0.525  1.592  -0.803
H  2.448  -0.463  1.268

Computed, not measured: a molecular structure, C32H35N6O4OsS, with ωB97M-V/def2-TZVPD.

Computed properties:
LUMO energy (alpha / beta)	-0.311 / -0.415	Eh
calculated total energy	-64158.323	eV
expectation value of S²	6.020
E_HOMO (alpha / beta)	-17.11 / -17.34	eV
net charge	+3
2S+1	5
gap between HOMO and LUMO (alpha / beta)	8.65 / 6.04	eV

Element x y z (Å)
Os  -0.153  0.741  0.060
C  0.411  3.994  0.598
C  0.378  4.020  -0.908
C  1.091  2.943  -1.659
C  1.831  3.342  -2.761
C  2.207  2.446  -3.746
C  1.785  1.072  -3.623
C  1.133  0.707  -2.454
N  0.785  1.610  -1.528
N  -0.426  2.943  1.170
C  -1.907  3.186  0.966
C  -2.455  2.555  -0.263
C  -3.519  3.205  -0.936
C  -4.048  2.577  -2.025
C  -3.600  1.362  -2.485
C  -2.526  0.786  -1.815
N  -1.997  1.348  -0.718
C  -0.152  2.645  2.546
C  -0.973  1.474  2.958
C  -1.680  1.461  4.131
C  -2.670  0.468  4.298
C  -2.850  -0.515  3.357
C  -2.021  -0.442  2.225
N  -1.121  0.512  2.046
H  0.017  4.949  0.856
H  1.424  3.948  0.947
H  0.770  4.959  -1.258
H  -0.665  4.087  -1.209
H  2.161  4.354  -2.865
H  2.765  2.851  -4.608
H  1.974  0.384  -4.425
H  1.004  -0.333  -2.170
H  -2.173  4.276  1.037
H  -2.365  2.738  1.860
H  -3.851  4.184  -0.566
H  -4.858  3.046  -2.584
H  -4.057  0.831  -3.304
H  -2.093  -0.190  -2.101
H  -0.280  3.497  3.196
H  0.966  2.375  2.557
H  -1.558  2.246  4.843
H  -3.223  0.445  5.219
H  -3.609  -1.267  3.403
H  -1.987  -1.217  1.501
O  -0.847  -1.394  -0.598
C  -0.959  -2.569  -0.149
C  -2.251  -3.227  0.037
C  -2.532  -4.063  -1.244
C  -1.378  -4.910  -1.866
C  -0.248  -4.074  -2.468
C  0.793  -3.651  -1.380
N  0.125  -3.365  -0.115
H  -3.112  -2.609  0.124
H  -2.214  -3.927  0.889
H  -2.936  -3.381  -1.980
H  -3.431  -4.696  -1.018
H  -1.830  -5.416  -2.681
H  -0.979  -5.673  -1.122
H  -0.666  -3.188  -2.965
H  0.251  -4.619  -3.281
H  1.553  -2.885  -1.678
H  1.403  -4.511  -1.163
H  -0.046  -4.248  0.342
O  0.713  -1.627  2.060
C  1.680  -1.058  1.584
N  1.590  0.084  0.741
S  3.169  0.781  0.390
O  3.309  0.919  -1.049
O  3.326  1.975  1.172
C  3.983  -0.587  1.058
C  5.329  -0.767  1.084
C  5.816  -1.888  1.680
C  4.925  -2.818  2.212
C  3.561  -2.607  2.231
C  3.063  -1.445  1.630
H  5.941  -0.026  0.655
H  6.851  -2.058  1.681
H  5.285  -3.782  2.605
H  2.877  -3.294  2.817

Computed, not measured: 2 unconnected molecules or ions with the total composition C3H9N3O2, with ωB97M-V/def2-TZVPD.

Computed properties:
LUMO energy (alpha / beta)	-0.012 / -0.150	Eh
calculated total energy	-11812.241	eV
expectation value of S²	2.013
E_HOMO (alpha / beta)	-4.40 / -10.19	eV
2S+1	3
gap between HOMO and LUMO (alpha / beta)	4.08 / 6.13	eV

Element x y z (Å)
C  -1.253  0.621  -1.391
C  -0.443  0.921  0.926
C  -0.114  0.375  -0.427
N  1.026  -0.127  -0.717
N  2.122  -1.595  1.083
N  1.695  -2.707  0.727
O  2.908  -1.373  2.025
O  2.024  -3.727  1.612
H  -1.764  -0.398  -1.668
H  -1.941  1.273  -1.078
H  -0.897  0.825  -2.296
H  0.205  0.455  1.583
H  -1.365  0.614  1.190
H  -0.344  2.063  1.151
H  2.449  -3.235  2.238
H  1.127  -0.401  -1.685
H  1.668  -0.795  0.312

Q: What is the formula in the first record?
A: C28H46BrN3P2Sr

Q: Among the records above, which one has the highest 2S+1?
A: C32H35N6O4OsS